1.
14
Properties=species:S:1:pos:R:3:mulliken_charge:R:1 method="wB97M-V/def2-TZVPD" multiplicity=1 relative_energy_kj_mol=116.9 homo_lumo_gap_ha=0.333 smiles=CSS.CSS
C 2.077 0.195 -0.890 -0.434
S 2.708 1.015 0.625 -0.046
S 1.990 -0.502 1.797 -0.177
H 1.036 -0.053 -0.801 -0.079
H 2.078 1.062 -1.696 0.244
H 2.560 -0.678 -1.411 0.352
H 3.104 -0.600 2.437 0.148
C -1.734 0.269 -0.841 -0.594
S -2.338 -1.230 -0.235 -0.054
S -2.752 -0.788 1.722 -0.223
H -1.425 0.410 -1.861 0.350
H -2.355 1.155 -0.533 0.330
H -0.835 0.356 -0.195 0.025
H -4.115 -0.611 1.883 0.158

=====

2.
12
Properties=species:S:1:pos:R:3:mulliken_charge:R:1 method="wB97M-V/def2-TZVPD" multiplicity=1 relative_energy_kj_mol=330.8 homo_lumo_gap_ha="0.268 / 0.268"
C -0.739 -0.988 -1.519 -0.594
C -0.375 -0.396 -0.385 -0.106
Si -1.459 0.230 0.961 0.300
Si 2.435 0.390 0.150 0.440
H -0.195 -1.295 -2.346 0.298
H -1.914 -1.135 -1.611 0.141
H -1.208 -0.434 2.229 -0.117
H -3.007 0.341 0.906 -0.133
H -1.365 1.768 1.060 -0.097
H 2.011 1.544 -0.646 -0.030
H 2.360 0.454 1.612 -0.047
H 3.456 -0.478 -0.413 -0.054

=====

3.
13
Properties=species:S:1:pos:R:3:mulliken_charge:R:1 method="wB97M-V/def2-TZVPD" charge=+1 multiplicity=1 relative_energy_kj_mol=344.2 homo_lumo_gap_ha=0.398
B 0.725 -0.900 1.881 0.085
C 0.558 0.069 0.649 -0.704
C -0.720 0.134 -0.110 -0.315
N -0.312 0.690 -1.477 -0.378
H 0.029 -1.933 1.758 -0.005
H 1.725 -0.751 2.469 0.007
H 0.949 1.168 0.855 0.316
H 1.373 -0.253 -0.105 0.217
H -1.882 -1.149 -0.544 0.341
H -1.486 0.824 0.279 0.338
H 0.409 0.002 -1.788 0.388
H 0.100 1.602 -1.622 0.325
H -1.097 0.520 -2.154 0.384

=====

4.
14
Properties=species:S:1:pos:R:3:mulliken_charge:R:1 method="wB97M-V/def2-TZVPD" multiplicity=1 relative_energy_kj_mol=0.0 homo_lumo_gap_ha=0.414 smiles=C[SiH2]C[SiH2]Cl
C -0.658 -1.234 0.746 -1.092
C 0.718 0.620 -1.168 -0.648
Si -0.719 0.535 0.158 0.412
Si 2.422 0.428 -0.383 0.395
Cl 3.703 1.772 -1.004 -0.212
H -0.754 -1.952 -0.047 0.342
H 0.070 -1.564 1.503 0.343
H -1.549 -1.420 1.285 0.353
H 0.509 -0.369 -1.744 0.206
H 0.467 1.517 -1.826 0.338
H -0.163 1.542 1.275 -0.078
H -2.001 0.848 -0.373 -0.165
H 2.877 -0.934 -0.653 -0.101
H 2.195 0.568 1.203 -0.094

=====

5.
14
Properties=species:S:1:pos:R:3:mulliken_charge:R:1 method="wB97M-V/def2-TZVPD" multiplicity=1 relative_energy_kj_mol=289.3 homo_lumo_gap_ha="0.287 / 0.273"
C 1.319 -2.134 0.696 -0.996
C -0.499 2.952 -0.521 -1.027
Si 0.226 -1.333 -0.670 0.371
Si -1.232 0.194 0.350 0.318
Cl -3.249 -0.014 0.183 -0.225
H 1.625 -3.148 0.417 0.304
H 2.269 -1.619 0.921 0.302
H 0.688 -2.128 1.591 0.306
H -0.252 3.147 0.514 0.312
H 0.418 2.902 -1.092 0.282
H -1.368 3.412 -0.828 0.313
H 0.920 -0.462 -1.769 -0.079
H -0.207 -2.378 -1.562 -0.138
H -0.657 0.610 1.769 -0.044

=====

6.
12
Properties=species:S:1:pos:R:3:mulliken_charge:R:1 method="wB97M-V/def2-TZVPD" multiplicity=1 relative_energy_kj_mol=56.2 homo_lumo_gap_ha=0.403 smiles=CC.N
C 1.075 0.814 -0.047 -0.748
C 1.410 -0.696 -0.058 -0.837
H 0.023 0.924 0.144 0.124
H 1.632 1.284 0.756 0.314
H 1.143 1.256 -1.029 0.280
H 1.559 -1.106 0.891 0.312
H 2.445 -0.894 -0.373 0.298
H 0.586 -1.253 -0.591 0.228
H -2.828 0.559 0.664 0.236
H -2.804 -0.968 0.289 0.237
H -1.667 0.122 -0.502 0.240
N -2.576 -0.042 -0.144 -0.682

=====

no.,calculated total energy (eV)
1,-45543.529
2,-17953.504
3,-4375.128
4,-30498.189
5,-30495.191
6,-3709.473